Entry 1:
A molecular structure, C31H33ClHfN2O2Si2. Source: OMol25; level of theory: the ωB97M-V functional and the def2-TZVPD basis.

Structure (XYZ):
```
72
Properties=species:S:1:pos:R:3:mulliken_charge:R:1
C -1.236 -0.791 5.259 -0.361
C -1.872 -0.288 4.072 -1.264
C -1.609 -1.208 3.001 0.068
H -2.621 0.506 4.059 0.856
C -0.749 -2.250 3.511 -0.386
C -0.492 -1.971 4.908 -0.689
H -0.013 -2.635 5.621 0.574
H -1.418 -0.423 6.277 0.558
H -2.168 -1.255 2.062 0.899
H -0.520 -3.192 3.014 0.613
Hf 0.449 -0.305 3.643 1.318
Si 0.153 -0.097 -2.791 0.307
C 0.524 1.466 -3.710 0.488
C 1.787 1.715 -4.253 -0.500
H 2.623 1.061 -3.994 0.378
C 1.961 2.801 -5.119 -0.551
H 2.947 2.997 -5.546 0.391
C 0.884 3.628 -5.445 -0.475
H 1.016 4.431 -6.171 0.395
C -0.355 3.409 -4.847 -0.715
H -1.188 4.067 -5.074 0.417
C -0.531 2.344 -3.970 -0.160
H -1.484 2.186 -3.467 0.387
C 0.773 -1.570 -3.744 0.707
C 0.211 -1.654 -5.028 -0.491
H -0.518 -0.901 -5.349 0.341
C 0.572 -2.705 -5.877 -0.647
H 0.128 -2.767 -6.864 0.404
C 1.477 -3.674 -5.454 -0.507
H 1.779 -4.473 -6.129 0.390
C 2.009 -3.607 -4.165 -0.620
H 2.707 -4.366 -3.828 0.394
C 1.655 -2.569 -3.295 -0.275
H 2.044 -2.525 -2.275 0.298
H -1.321 -0.180 -2.810 -0.237
Si 0.378 0.025 -0.471 -0.928
C -0.557 -1.596 -0.151 2.021
C -1.915 -1.766 -0.497 -0.622
H -2.563 -0.910 -0.683 0.400
C -2.421 -3.058 -0.744 -0.781
H -3.443 -3.190 -1.116 0.439
C -1.592 -4.166 -0.555 -0.647
H -1.939 -5.168 -0.817 0.414
C -0.335 -4.014 0.031 -0.716
H 0.282 -4.881 0.290 0.472
C 0.164 -2.735 0.240 -0.662
H 1.167 -2.638 0.660 0.338
C -0.491 1.619 -0.036 1.275
C -1.799 1.541 0.469 0.063
H -2.142 0.607 0.934 0.287
C -2.691 2.602 0.309 -0.990
H -3.714 2.518 0.701 0.430
C -2.279 3.755 -0.358 -0.652
H -2.992 4.560 -0.558 0.419
C -0.935 3.917 -0.725 -0.546
H -0.592 4.850 -1.182 0.450
C -0.033 2.869 -0.506 -0.753
H 1.023 2.989 -0.783 0.391
H 1.768 0.264 -0.885 -0.219
Cl 1.799 -0.388 1.733 -0.398
C 2.953 0.618 7.280 -0.653
O 2.180 1.735 6.705 -0.355
C 1.544 1.448 5.619 0.851
O 1.664 0.254 5.131 -0.996
N 0.771 2.347 5.010 -0.241
N -0.021 1.876 3.884 -0.458
H 3.372 1.057 8.181 0.300
H 3.727 0.290 6.578 0.316
H 2.299 -0.229 7.516 0.320
H 0.601 3.248 5.459 0.281
H -1.014 2.099 4.061 0.468
H 0.176 2.447 3.053 0.380
```

Computed properties:
E_HOMO, eV: -11.7
LUMO, eV: -8.021
E, eV: -69327.0555
2S+1: 1
Total charge: +2
Molecular weight, u: 735.73


Entry 2:
A molecular structure, C31H33ClN2O2PbSi2. Source: OMol25; level of theory: the ωB97M-V functional and the def2-TZVPD basis.

Structure (XYZ):
```
72
Properties=species:S:1:pos:R:3:mulliken_charge:R:1
C -1.320 -0.412 5.301 -0.621
C -2.415 -0.041 4.455 -0.966
C -2.495 -0.985 3.400 -0.384
H -3.107 0.773 4.639 0.416
C -1.477 -1.955 3.583 -0.367
C -0.761 -1.642 4.772 -1.165
H -0.066 -2.302 5.298 0.841
H -1.057 0.036 6.256 0.562
H -3.257 -1.018 2.619 0.588
H -1.315 -2.829 2.950 0.503
Pb 0.245 0.499 3.443 1.051
Si 1.332 0.091 -2.932 0.892
C 1.139 1.613 -3.993 0.160
C 2.097 2.131 -4.882 -0.510
H 3.100 1.698 -4.930 0.352
C 1.751 3.190 -5.739 -0.508
H 2.464 3.545 -6.488 0.373
C 0.490 3.788 -5.648 -0.551
H 0.223 4.620 -6.298 0.366
C -0.443 3.310 -4.725 -0.704
H -1.423 3.776 -4.621 0.427
C -0.138 2.200 -3.941 -0.086
H -0.895 1.769 -3.281 0.564
C 1.462 -1.323 -4.105 0.582
C 0.577 -1.244 -5.197 -0.468
H 0.116 -0.289 -5.464 0.256
C 0.270 -2.392 -5.933 -0.645
H -0.477 -2.330 -6.729 0.366
C 0.940 -3.587 -5.653 -0.441
H 0.689 -4.486 -6.217 0.365
C 1.950 -3.622 -4.677 -0.445
H 2.521 -4.538 -4.524 0.374
C 2.234 -2.482 -3.912 -0.574
H 3.040 -2.473 -3.177 0.349
H 0.052 -0.251 -2.268 -0.098
Si 0.085 0.091 0.553 -1.216
C -0.523 -1.549 0.003 1.394
C -1.730 -1.641 -0.727 -0.041
H -2.157 -0.739 -1.172 0.419
C -2.389 -2.869 -0.837 -0.839
H -3.339 -2.916 -1.374 0.397
C -1.838 -4.012 -0.252 -0.467
H -2.374 -4.964 -0.307 0.363
C -0.605 -3.945 0.411 -0.549
H -0.162 -4.847 0.840 0.397
C 0.059 -2.720 0.533 -0.832
H 1.004 -2.633 1.078 0.287
C -0.980 1.484 0.000 0.905
C -2.329 1.492 0.441 0.113
H -2.705 0.664 1.052 0.283
C -3.180 2.551 0.106 -0.733
H -4.212 2.532 0.461 0.398
C -2.719 3.579 -0.724 -0.584
H -3.405 4.367 -1.043 0.371
C -1.393 3.572 -1.175 -0.434
H -1.055 4.336 -1.881 0.495
C -0.513 2.565 -0.778 -0.730
H 0.533 2.576 -1.103 0.445
H 2.405 0.233 -1.927 -0.309
Cl 2.130 0.378 0.686 -0.449
C 1.790 2.440 7.833 -0.635
O 2.455 1.252 7.323 -0.408
C 2.021 0.871 6.127 0.693
O 1.143 1.499 5.480 -0.589
N 2.669 -0.234 5.685 -0.138
N 2.210 -0.866 4.471 -0.522
H 2.371 2.673 8.720 0.236
H 0.750 2.218 8.111 0.285
H 1.840 3.268 7.112 0.282
H 3.243 -0.752 6.357 0.258
H 2.997 -0.999 3.824 0.312
H 1.857 -1.796 4.708 0.292
```

Computed properties:
E_HOMO, eV: -5.1
LUMO, eV: 0.023
E, eV: -73280.9928
2S+1: 1
Molecular weight, u: 764.44


For each record above, in turn, the calculated relative energy (zero: lowest compared OMol25 entry of this formula, charge and spin) values are 0.0 26.7 kcal per mole.